{"formula": "C29H29N9Ru", "method": "ωB97M-V with the def2-TZVPD basis set", "e_above_lowest_kcal_mol": 5.5, "total_energy_ev": -46512.0664, "s_squared": 0.771, "total_charge": 3, "orbital_gap_ev": [7.29, 3.79], "spin_multiplicity": 2, "homo_energy_ev": [-16.03, -16.03], "elements": ["Ru", "C", "N", "C", "C", "C", "C", "C", "C", "N", "C", "C", "C", "C", "C", "C", "N", "C", "C", "C", "C", "C", "N", "H", "H", "H", "H", "H", "H", "H", "H", "H", "H", "H", "H", "H", "H", "H", "H", "H", "H", "C", "C", "N", "C", "C", "N", "C", "N", "N", "N", "C", "C", "C", "C", "C", "C", "H", "H", "H", "H", "H", "H", "H", "H", "H", "H", "H"], "coordinates": [[-0.96563, 0.93464, -0.03305], [-0.74335, 3.67006, 1.08812], [-0.77574, 2.98182, -0.23916], [-1.96608, 3.40641, -1.03533], [-3.20756, 2.67303, -0.56516], [-4.45843, 3.24940, -0.52080], [-5.55259, 2.45880, -0.18662], [-5.35754, 1.11589, 0.08560], [-4.06976, 0.60889, 0.04162], [-3.01331, 1.36399, -0.26974], [0.50388, 3.19158, -0.97369], [1.57253, 2.25314, -0.44053], [2.90601, 2.59751, -0.32460], [3.81731, 1.64022, 0.10254], [3.36371, 0.36561, 0.40440], [2.01043, 0.09815, 0.28480], [1.13280, 1.01188, -0.13182], [-0.99374, 2.72049, 2.22620], [-1.18806, 3.16977, 3.52130], [-1.27802, 2.25185, 4.55128], [-1.14666, 0.90349, 4.25188], [-0.97889, 0.52705, 2.93678], [-0.92841, 1.41200, 1.92957], [-1.45470, 4.49651, 1.10302], [0.24646, 4.10827, 1.23184], [-1.77909, 3.11946, -2.07229], [-2.09372, 4.49018, -1.01128], [-4.58309, 4.29727, -0.75860], [-6.54367, 2.89017, -0.14683], [-6.18486, 0.46755, 0.33592], [-3.86691, -0.43249, 0.25266], [0.82195, 4.23546, -0.93749], [0.32169, 2.94012, -2.02067], [3.23047, 3.59911, -0.57304], [4.86402, 1.89380, 0.20300], [4.03927, -0.40798, 0.74898], [1.60247, -0.87476, 0.53485], [-1.25570, 4.23232, 3.71456], [-1.43278, 2.58104, 5.56967], [-1.18015, 0.14976, 5.02531], [-0.86643, -0.51013, 2.65971], [-0.14641, -1.13606, -2.38355], [-0.56799, -1.81880, -1.12812], [-1.08950, -1.20799, -0.08067], [-1.45206, -2.19771, 0.81448], [-1.12204, -3.41104, 0.31152], [-0.56095, -3.16593, -0.92787], [-0.03151, -4.17457, -1.81713], [1.37284, -3.94662, -2.14170], [1.69385, -3.58749, -3.46790], [2.92718, -3.40230, -3.55584], [3.49882, -3.61530, -2.30023], [4.79528, -3.54300, -1.89849], [5.05950, -3.81687, -0.50322], [4.04162, -4.14522, 0.39757], [2.72736, -4.23528, -0.01275], [2.46882, -3.96050, -1.39898], [-0.41135, -0.07761, -2.33958], [-0.66125, -1.55650, -3.25004], [0.92695, -1.20135, -2.57123], [-1.96406, -1.98362, 1.73659], [-1.26838, -4.40723, 0.69396], [-0.56798, -4.17235, -2.76481], [-0.14952, -5.14166, -1.33299], [5.58997, -3.30412, -2.59524], [6.08168, -3.78729, -0.14730], [4.29743, -4.36090, 1.42569], [1.94360, -4.52402, 0.67492]]}

***

{"formula": "C4H16BrN8O4", "method": "ωB97M-V with the def2-TZVPD basis set", "e_above_lowest_kcal_mol": 107.7, "total_energy_ev": -94564.7823, "total_charge": -1, "orbital_gap_ev": 6.81, "spin_multiplicity": 1, "homo_energy_ev": -4.49, "elements": ["Br", "C", "O", "N", "N", "H", "H", "H", "H", "C", "O", "N", "N", "H", "H", "H", "H", "C", "O", "N", "N", "H", "H", "H", "H", "C", "O", "N", "N", "H", "H", "H", "H"], "coordinates": [[4.63984, -3.42805, 19.58142], [6.54131, 1.03198, 16.02847], [7.20508, 1.74258, 15.25466], [6.55977, 1.15658, 17.34340], [5.78760, 0.05257, 15.65265], [5.92247, 0.58316, 17.87737], [6.88941, 2.02833, 17.73262], [5.59635, -0.51497, 16.46592], [5.60000, -0.16455, 14.68426], [5.98647, -4.11140, 25.52861], [6.43724, -3.82827, 26.63715], [6.58426, -4.78724, 24.67930], [4.87967, -3.65429, 25.06146], [6.27448, -4.80821, 23.71821], [7.57741, -4.96972, 24.70057], [4.61698, -3.74744, 24.09067], [4.28725, -3.16073, 25.71380], [-1.88782, -5.59586, 18.14205], [-1.88629, -5.62847, 19.33338], [-0.89582, -5.17373, 17.50917], [-2.81728, -5.99894, 17.39347], [-0.70322, -5.64280, 16.63568], [-0.12756, -5.01900, 18.14630], [-2.69431, -5.82073, 16.40695], [-3.55279, -6.61467, 17.70975], [1.13039, -7.61692, 24.29610], [0.04220, -8.01409, 24.64998], [1.35704, -6.77292, 23.33687], [2.18658, -7.87643, 24.99209], [2.24697, -6.32905, 23.16052], [0.57798, -6.51240, 22.74923], [2.05512, -8.32995, 25.88492], [2.97929, -7.25989, 24.88443]]}

***

{"formula": "C21H31O4Ti", "method": "ωB97M-V with the def2-TZVPD basis set", "e_above_lowest_kcal_mol": 16.4, "total_energy_ev": -53576.9249, "total_charge": 1, "orbital_gap_ev": 8.01, "spin_multiplicity": 1, "homo_energy_ev": -11.29, "elements": ["O", "C", "C", "H", "H", "C", "H", "H", "C", "H", "H", "H", "C", "H", "H", "H", "Ti", "C", "C", "C", "H", "C", "C", "H", "H", "H", "H", "C", "C", "C", "H", "C", "C", "H", "H", "H", "H", "O", "C", "C", "H", "H", "C", "H", "H", "C", "H", "H", "H", "H", "C", "O", "C", "O", "H", "H", "H"], "coordinates": [[0.27269, -0.20058, -3.20881], [0.26044, 1.07072, -3.96969], [0.16065, 0.40947, -5.32189], [1.20444, 1.60069, -3.80192], [-0.62181, 1.68430, -3.74690], [0.23328, -0.89456, -4.48386], [0.99777, 0.60371, -5.99282], [-0.81555, 0.56820, -5.78473], [1.51218, -1.68836, -4.69223], [2.39372, -1.09869, -4.40551], [1.59666, -1.96672, -5.75328], [1.49302, -2.59287, -4.06562], [-1.00747, -1.74174, -4.66242], [-1.89932, -1.15905, -4.40648], [-0.94682, -2.64578, -4.04648], [-1.05842, -2.03782, -5.71810], [-0.25923, -0.59733, 1.84379], [-2.03913, -1.10920, 3.33573], [-1.61392, 0.24578, 3.50462], [-1.89522, 0.95137, 2.27848], [-1.32465, 0.68244, 4.45758], [-2.50585, 0.01901, 1.37874], [-2.53711, -1.25985, 2.01107], [-2.96346, -2.15759, 1.56476], [-2.06550, -1.87438, 4.10631], [-1.79152, 2.02139, 2.10946], [-2.95599, 0.23155, 0.40877], [0.77510, -1.65383, 3.51868], [0.16848, -2.68275, 2.71113], [0.80415, -2.67787, 1.43070], [-0.60113, -3.39087, 3.00869], [1.83568, -1.68522, 1.44811], [1.82261, -1.05143, 2.74146], [2.57966, -0.35021, 3.09081], [0.54284, -1.42360, 4.55883], [0.60287, -3.37230, 0.61329], [2.55032, -1.49269, 0.64601], [0.63203, 0.68321, 0.37575], [-0.21974, 0.04213, -0.63485], [-1.06207, 1.19914, -1.15116], [-0.87303, -0.77456, -0.22432], [0.43643, -0.44336, -1.36261], [-0.14419, 2.41513, -1.11146], [-1.87981, 1.38936, -0.44664], [-1.52665, 1.03392, -2.11986], [0.74239, 2.15155, 0.08725], [-0.75458, 3.32348, -0.99613], [0.47647, 2.49175, -2.01801], [0.39832, 2.69002, 0.97455], [1.81350, 2.33229, -0.05025], [1.58698, 2.19714, 5.21245], [1.12852, 1.01396, 4.47905], [0.61714, 1.23213, 3.26078], [0.62799, 2.37321, 2.82350], [1.77775, 1.82339, 6.22043], [0.80443, 2.96936, 5.22006], [2.51370, 2.57342, 4.75517]]}

***

{"formula": "C26H41BBrF5O6S5", "method": "ωB97M-V with the def2-TZVPD basis set", "total_energy_ev": -178389.2552, "total_charge": 0, "orbital_gap_ev": 8.49, "spin_multiplicity": 1, "homo_energy_ev": -8.31, "elements": ["O", "C", "C", "B", "Br", "C", "F", "F", "C", "C", "C", "C", "C", "C", "F", "F", "F", "C", "C", "C", "C", "C", "C", "C", "H", "H", "H", "H", "H", "H", "H", "H", "H", "H", "H", "C", "S", "O", "C", "H", "H", "H", "H", "H", "H", "C", "S", "O", "C", "H", "H", "H", "H", "H", "H", "C", "S", "O", "C", "H", "H", "H", "H", "H", "H", "C", "S", "O", "C", "H", "H", "H", "H", "H", "H", "C", "S", "O", "C", "H", "H", "H", "H", "H", "H"], "coordinates": [[2.79475, -2.97648, 0.00403], [2.31603, -1.98243, -0.52746], [0.98663, -2.19544, -1.33934], [-0.27248, -1.82743, -0.41546], [0.02115, -1.19697, 1.44819], [-1.81934, -1.92555, -0.96444], [-1.89152, -2.19890, -2.32890], [-2.42462, -2.97915, -0.23495], [-2.49608, -0.55320, -0.58456], [-3.73391, -0.45190, 0.18434], [-4.29734, 0.85593, 0.52394], [-3.57262, 2.07509, 0.11069], [-2.33621, 1.95908, -0.66400], [-1.50518, 3.20276, -1.12528], [-2.22427, 4.35809, -1.11983], [-0.40507, 3.26086, -0.27949], [-0.98804, 2.87273, -2.40630], [-1.78120, 0.64210, -1.03146], [3.07434, -0.64125, -0.38938], [4.22171, -0.60256, 0.54922], [5.03511, 0.59937, 0.72448], [4.70342, 1.85746, -0.06933], [3.54169, 1.82844, -0.95898], [2.73760, 0.58937, -1.11826], [0.90030, -3.25353, -1.69856], [0.98282, -1.51922, -2.24358], [-4.29084, -1.35958, 0.53989], [-5.25412, 0.96660, 1.08266], [-3.93941, 3.10036, 0.36972], [-0.84215, 0.63752, -1.62887], [4.48487, -1.51520, 1.14291], [5.90986, 0.59526, 1.41323], [5.33459, 2.77610, 0.02989], [3.23045, 2.72725, -1.58512], [1.85532, 0.60781, -1.81110], [7.34931, 0.51035, -2.81021], [8.39587, 0.83230, -1.38033], [7.58208, 1.60635, -0.40217], [9.49776, 1.99517, -2.20945], [6.55577, -0.17254, -2.50658], [6.90974, 1.44319, -3.16722], [7.94391, 0.04725, -3.59888], [8.92390, 2.83491, -2.60460], [10.02291, 1.48455, -3.01785], [10.22185, 2.36083, -1.48212], [-6.59659, -4.63729, 1.42877], [-7.17645, -3.13650, 0.61784], [-5.99387, -2.23976, 0.44230], [-8.11840, -2.51640, 2.02182], [-5.94624, -5.17221, 0.73718], [-6.03663, -4.38065, 2.32908], [-7.45065, -5.26632, 1.68258], [-7.46473, -2.39376, 2.88507], [-8.92273, -3.21341, 2.25697], [-8.54514, -1.55162, 1.75131], [2.52667, 7.10746, -2.86283], [1.94569, 5.46379, -2.40318], [2.59328, 4.48641, -3.32466], [0.25410, 5.69012, -2.96964], [3.58900, 7.17388, -2.62990], [2.37844, 7.26892, -3.93158], [1.98272, 7.85904, -2.28913], [0.24249, 5.93846, -4.03202], [-0.22212, 6.48650, -2.39531], [-0.28285, 4.76067, -2.80245], [8.19968, -4.87982, 0.89981], [7.39252, -4.43318, -0.64951], [7.26079, -2.95070, -0.67116], [5.77716, -5.10934, -0.22125], [9.22561, -4.51395, 0.87053], [7.67425, -4.42072, 1.73848], [8.20559, -5.96540, 1.00742], [5.40419, -4.63561, 0.68765], [5.86135, -6.18766, -0.07710], [5.09070, -4.90666, -1.04225], [-9.42616, 0.80472, 5.15570], [-9.96624, -0.85261, 5.61475], [-9.29458, -1.81140, 4.69175], [-11.66602, -0.65927, 5.04672], [-8.36572, 0.89691, 5.38828], [-9.57869, 0.96308, 4.08705], [-9.98790, 1.54258, 5.72992], [-11.67723, -0.40851, 3.98502], [-12.15510, 0.12617, 5.62434], [-12.18955, -1.60177, 5.20253]]}